The following is a DFT calculation (ωB97M-V/def2-TZVPD) of 6 unconnected molecules or ions with the total composition C8H28O6 in a non-equilibrium geometry.

Properties
Total energy, hartree: -772.9909
ΔE to the lowest compared entry with this formula, charge and spin, kJ/mol: 9.0
M, Da: 220.31

Positions of all 42 atoms, in Å:
1 C 2.009007 1.746595 -1.538882
2 C 2.222713 3.042444 -0.818606
3 O 2.888059 4.008176 -1.643940
4 H 1.454698 0.997236 -0.986107
5 H 2.993235 1.278612 -1.850095
6 H 1.532402 1.917234 -2.516005
7 H 2.715914 2.868775 0.179248
8 H 1.236863 3.470336 -0.539664
9 H 3.814246 3.958600 -1.373062
10 C 3.147038 -0.981386 1.851635
11 C 1.649687 -0.663892 2.037849
12 O 1.033839 -0.638238 0.770080
13 H 3.333246 -1.990316 1.439047
14 H 3.700119 -0.934598 2.773920
15 H 3.530207 -0.259581 1.163054
16 H 1.535994 0.303955 2.502606
17 H 1.192267 -1.460252 2.580517
18 H 0.287628 -0.028046 0.845393
19 C -1.090140 0.854309 -3.474428
20 C -0.653061 -0.302011 -2.608981
21 O -1.449434 -1.542077 -2.810318
22 H -2.151362 1.077122 -3.421372
23 H -0.902544 0.643939 -4.517994
24 H -0.464030 1.691405 -3.166709
25 H -0.719602 -0.086652 -1.517366
26 H 0.415664 -0.548070 -2.700070
27 H -0.981717 -2.087384 -3.441761
28 C -2.322964 -2.752856 1.454926
29 C -3.336420 -2.173644 0.473307
30 O -2.905853 -0.985283 -0.183380
31 H -2.328757 -2.208557 2.414333
32 H -1.327919 -2.774336 0.986459
33 H -2.655952 -3.787714 1.666921
34 H -4.193932 -1.931592 1.108548
35 H -3.608672 -2.975012 -0.206940
36 H -2.270945 -1.241080 -0.860028
37 O -1.291635 0.903146 1.121507
38 H -1.501822 0.832379 2.069540
39 H -1.938218 0.291164 0.745165
40 O -1.237637 0.705868 3.969781
41 H -0.467444 0.162071 4.090729
42 H -0.892764 1.599218 3.931131

Cartesian forces (eV/Å) of the 3 atoms listed first:
C 1.3 -0.8 -1.5
C -0.9 0.3 1.1
O 0.4 -0.5 0.8

=====

The following is a DFT calculation (ωB97M-V/def2-TZVPD) of 2 unconnected molecules or ions with the total composition C3H4OS2 in a non-equilibrium geometry.

Properties
Total energy, hartree: -988.1888
ΔE to the lowest compared entry with this formula, charge and spin, kJ/mol: 376.6
M, Da: 120.20

Positions of all 10 atoms, in Å:
1 C -0.582705 -0.958449 0.831590
2 C 0.650106 -0.052530 0.657123
3 C 0.368412 1.191026 0.946244
4 S -0.331089 2.586847 1.159122
5 H -1.386489 -0.342844 1.245644
6 H -0.178455 -1.887094 1.459374
7 H -0.796676 -1.392750 -0.123517
8 H 1.598233 -0.361539 0.316756
9 O 0.105467 0.036552 -2.829824
10 S 0.553195 1.180780 -3.662510

Cartesian forces (eV/Å) of the 3 atoms listed first:
C 2.6 -1.7 1.2
C -1.6 1.1 0.7
C -0.5 0.4 -0.4

=====

The following is a DFT calculation (ωB97M-V/def2-TZVPD) of a molecular structure, C25H38P2Pd in a non-equilibrium geometry.

Properties
Total energy, hartree: -1785.7464
Spin multiplicity: 3
M, Da: 506.95

Positions of all 66 atoms, in Å:
1 P 2.117261 0.607901 -0.295209
2 P -1.092844 -0.386836 0.568577
3 C 0.867320 -0.002935 -1.483228
4 C -0.600753 0.180312 -1.086364
5 H 1.097651 -1.055120 -1.709194
6 H 1.076294 0.582421 -2.380389
7 H -0.925459 1.221691 -1.219681
8 H -1.212766 -0.450011 -1.726968
9 C -1.511103 -2.136492 0.477752
10 H -1.890676 -2.446701 1.461034
11 H -0.617742 -2.730828 0.238115
12 H -2.284590 -2.281068 -0.289295
13 C -2.516069 0.578560 1.088987
14 H -3.377740 0.305489 0.459656
15 H -2.286238 1.650996 0.992350
16 H -2.714927 0.342689 2.145315
17 C 3.639828 -0.312251 -0.553927
18 H 4.373562 0.029866 0.190659
19 H 3.997964 -0.109584 -1.573417
20 H 3.450917 -1.387243 -0.413568
21 C 2.344987 2.363031 -0.640687
22 H 1.408402 2.908149 -0.457152
23 H 2.654374 2.468842 -1.689526
24 H 3.126141 2.741515 0.033452
25 Pd 0.875562 0.105467 1.518586
26 C -1.907210 -0.104679 -3.811441
27 C -1.676411 -1.414680 -3.586604
28 C -1.014927 -2.315464 -4.587784
29 C 0.218493 -1.710243 -5.304401
30 C 1.037653 -0.763808 -4.467282
31 C 0.896437 0.577162 -4.494988
32 C -0.227644 1.290759 -5.190383
33 C -1.615056 0.603166 -5.105071
34 C 2.567384 0.711470 2.614328
35 H -2.476340 0.505829 -3.102588
36 H -2.139612 -1.942296 -2.747557
37 H -1.732207 -2.633943 -5.362846
38 H -0.704478 -3.235227 -4.071012
39 H 0.867857 -2.553375 -5.586057
40 H -0.100676 -1.241758 -6.246575
41 H 1.872366 -1.234373 -3.940053
42 H 1.710681 1.231938 -4.168952
43 H 0.004769 1.450952 -6.256572
44 H -0.308749 2.296586 -4.750394
45 H -2.364811 1.402850 -5.208765
46 H -1.752112 -0.059459 -5.971061
47 H 2.207457 1.319211 3.457618
48 H 3.334042 1.239245 2.026386
49 H 2.952739 -0.245150 3.001154
50 C -0.972280 2.249414 6.554246
51 C -0.513281 2.751100 5.319216
52 C -0.193484 1.884950 4.278385
53 C -0.301920 0.483273 4.429237
54 C 0.043613 -0.458324 3.418070
55 C -0.020856 -1.808029 3.648219
56 C -0.501458 -2.307261 4.889906
57 C -0.875032 -1.431491 5.890588
58 C -0.774765 -0.032247 5.702061
59 C -1.103621 0.876152 6.735567
60 H -1.224200 2.935346 7.364190
61 H -0.405423 3.829989 5.181189
62 H 0.167680 2.278340 3.327085
63 H 0.300231 -2.506785 2.880847
64 H -0.569906 -3.381579 5.043158
65 H -1.245219 -1.800173 6.851846
66 H -1.459078 0.474753 7.691208

Cartesian forces (eV/Å) of the 3 atoms listed first:
P -2.0 -0.8 1.5
P 1.7 0.5 0.7
C 0.5 0.4 -0.4

=====

The following is a DFT calculation (ωB97M-V/def2-TZVPD) of 6 unconnected molecules or ions with the total composition C30H54BrFN4O14PS6 in a non-equilibrium geometry.

Properties
Total energy, hartree: -7851.7449
M, Da: 1017.05
Total charge: +1

Positions of all 111 atoms, in Å:
1 N 0.692716 -2.805247 -0.521580
2 C -0.143544 -4.016039 -0.524012
3 N 0.607114 -5.265015 -0.283558
4 P 0.760589 -6.070796 -1.904941
5 O 2.100720 -7.130550 -1.888698
6 Br 1.249710 -4.532738 -3.499194
7 N -1.483080 -4.015147 -0.733186
8 C -2.317128 -5.270712 -0.717507
9 C -3.710368 -5.139779 0.061166
10 C -4.935642 -5.344016 -0.971781
11 O -4.866846 -5.100726 -2.206272
12 N -6.225430 -5.902770 -0.488465
13 C -7.323910 -5.011632 -0.960032
14 C -8.685237 -5.625486 -1.441066
15 C -9.839921 -4.719133 -1.959893
16 C -9.676952 -3.171692 -2.037144
17 C -8.358479 -2.535535 -1.541209
18 C -7.232927 -3.454158 -1.016080
19 S -2.138342 -2.415577 -1.074062
20 O -1.476715 -1.793454 -2.284572
21 O -2.090222 -1.517980 0.149746
22 F -3.767895 -2.483607 -1.500745
23 H 0.836171 -2.430028 -1.470694
24 H 0.360984 -2.097267 0.152538
25 H 1.575535 -5.005961 0.001273
26 H 1.694927 -8.030508 -1.897863
27 H -1.769076 -6.165880 -0.231631
28 H -2.432104 -5.577761 -1.827484
29 H -3.865333 -4.100221 0.532092
30 H -3.872121 -5.897817 0.897674
31 H -6.169129 -5.930169 0.540829
32 H -8.895549 -6.754834 -1.427565
33 H -10.832045 -5.181194 -2.301682
34 H -10.480982 -2.473841 -2.442323
35 H -8.160896 -1.406150 -1.560847
36 H -6.256245 -2.973879 -0.684355
37 C -1.701716 1.986538 0.428590
38 C -3.124585 2.355544 0.857796
39 C -3.016023 3.507215 1.859615
40 S -1.513921 4.385857 1.447372
41 O -0.578323 4.234985 2.539076
42 O -1.853181 5.676806 0.893270
43 C -1.008361 3.305789 0.124045
44 H -1.698639 1.322352 -0.438094
45 H -1.189355 1.474269 1.249035
46 H -3.696856 2.680164 -0.017508
47 H -3.649542 1.502508 1.293907
48 H -3.864860 4.187841 1.786172
49 H -2.922284 3.139189 2.882869
50 H 0.078898 3.224341 0.105169
51 H -1.369956 3.734407 -0.813385
52 C 3.817055 1.384215 3.481236
53 C 2.581898 2.192890 3.883962
54 C 1.745875 2.414775 2.622109
55 S 2.097427 1.031065 1.541288
56 O 2.774999 1.525704 0.364042
57 O 0.925262 0.177506 1.456292
58 C 3.301212 0.252340 2.602713
59 H 4.354233 1.002680 4.351751
60 H 4.503732 2.018134 2.911280
61 H 1.998595 1.625866 4.617244
62 H 2.854918 3.143439 4.347150
63 H 0.680240 2.438034 2.844728
64 H 2.037199 3.330313 2.104963
65 H 4.081240 -0.214248 2.001214
66 H 2.782380 -0.502762 3.198015
67 C -0.166617 -1.321076 -7.690496
68 C 0.383037 -1.764071 -9.047826
69 C 1.651161 -2.579216 -8.785701
70 S 1.449357 -3.311256 -7.165890
71 O 2.439785 -2.745391 -6.277118
72 O 1.265673 -4.738415 -7.306107
73 C -0.128686 -2.559801 -6.805132
74 H -1.178282 -0.919019 -7.774312
75 H 0.474521 -0.539696 -7.269627
76 H -0.358867 -2.389670 -9.554563
77 H 0.590483 -0.911119 -9.697503
78 H 1.781926 -3.369575 -9.525494
79 H 2.537647 -1.943088 -8.760609
80 H -0.197515 -2.330173 -5.741646
81 H -0.908856 -3.270044 -7.088259
82 C 1.643125 7.373397 -0.193135
83 C 0.289618 7.870497 0.318758
84 C 0.116135 9.310873 -0.167692
85 S 1.060141 9.444731 -1.681856
86 O 2.153452 10.363168 -1.463124
87 O 0.152884 9.578211 -2.799292
88 C 1.705804 7.781396 -1.659020
89 H 1.750384 6.292930 -0.072528
90 H 2.450346 7.858296 0.365702
91 H -0.506650 7.244921 -0.092310
92 H 0.222890 7.811494 1.407284
93 H -0.929456 9.543516 -0.371905
94 H 0.523262 10.026945 0.548373
95 H 2.716720 7.769170 -2.065852
96 H 1.046903 7.159462 -2.269125
97 C 6.588172 -0.407747 8.639196
98 C 7.993137 -0.077102 8.131811
99 C 8.009196 -0.335741 6.623925
100 S 6.331444 -0.084686 6.055523
101 O 5.809754 -1.348096 5.584872
102 O 6.274783 1.118881 5.256224
103 C 5.628641 0.255325 7.659838
104 H 6.430778 -0.050391 9.658760
105 H 6.439190 -1.492397 8.633777
106 H 8.211935 0.977676 8.327021
107 H 8.756411 -0.669356 8.641080
108 H 8.674019 0.354887 6.104067
109 H 8.291768 -1.365336 6.397620
110 H 4.615593 -0.142946 7.714293
111 H 5.614944 1.339173 7.795204

Cartesian forces (eV/Å) of the 3 atoms listed first:
N -1.9 -2.0 0.6
C 2.5 0.4 0.2
N -0.3 2.9 -1.5

=====

The following is a DFT calculation (ωB97M-V/def2-TZVPD) of C15H17F2N3O2 in the gas phase in a non-equilibrium geometry.

Properties
Total energy, hartree: -1096.1530
ΔE to the lowest compared entry with this formula, charge and spin, kJ/mol: 102.0
M, Da: 309.32

Positions of all 39 atoms, in Å:
1 O -0.444454 -0.620090 4.067025
2 C -0.973068 0.231471 3.368677
3 C -0.762630 1.701449 3.628332
4 C 0.289067 2.227645 2.577828
5 C 1.553625 1.488357 2.327033
6 C 2.512493 1.913184 1.171613
7 C 2.047615 1.229556 -0.115914
8 C 2.944761 0.605482 -1.015506
9 C 2.190096 0.153623 -2.051860
10 N 0.915897 0.509307 -1.735229
11 C -0.223535 0.410761 -2.657240
12 C -0.857631 -0.977830 -2.592639
13 C -1.670451 -1.256632 -1.493643
14 C -2.268557 -2.462663 -1.335270
15 C -2.193030 -3.458563 -2.420225
16 F -3.023321 -4.494800 -2.281148
17 C -1.467641 -3.161964 -3.563976
18 C -0.711615 -1.990631 -3.628296
19 F 0.099116 -1.637815 -4.643257
20 N 0.818267 1.300234 -0.586764
21 N -1.831284 -0.124628 2.369207
22 O -1.748363 -1.492962 1.895815
23 H -1.593784 2.337938 3.495630
24 H -0.499983 1.878017 4.644940
25 H 0.443175 3.283279 2.777832
26 H -0.252581 2.274403 1.648304
27 H 2.098102 1.552427 3.282807
28 H 1.310452 0.366385 2.162813
29 H 3.578039 1.577807 1.388232
30 H 2.575597 3.005869 1.107912
31 H 3.967731 0.561525 -0.778204
32 H 2.514797 -0.490061 -2.791913
33 H 0.136691 0.642045 -3.702087
34 H -0.936207 1.164829 -2.263697
35 H -1.709318 -0.419860 -0.800016
36 H -2.839978 -2.704840 -0.400469
37 H -1.177619 -3.906413 -4.354265
38 H -1.910686 0.605562 1.630892
39 H -0.899784 -1.821401 1.666727

Cartesian forces (eV/Å) of the 3 atoms listed first:
O 0.1 0.5 -0.5
C 0.2 -1.2 2.0
C 1.5 -0.1 -1.5

=====

The following is a DFT calculation (ωB97M-V/def2-TZVPD) of C4H5NO2 in the gas phase in a non-equilibrium geometry.

Properties
Total energy, hartree: -360.4989
ΔE to the lowest compared entry with this formula, charge and spin, kJ/mol: 447.6
M, Da: 99.09

Positions of all 12 atoms, in Å:
1 O -0.775666 2.076558 1.341589
2 C -0.666487 1.010689 0.570437
3 C 0.570852 0.274062 0.635346
4 C 0.300462 -1.219946 0.548174
5 N 0.828150 -0.511324 -0.560272
6 C 0.079958 -0.341318 -1.734734
7 O -0.536999 -1.230634 -2.264725
8 H -1.663679 2.030052 0.881280
9 H 1.418702 0.665195 1.186533
10 H -0.737495 -1.545255 0.485693
11 H 0.985161 -1.874664 1.077949
12 H 0.197042 0.666583 -2.167272

Cartesian forces (eV/Å) of the 3 atoms listed first:
O -1.1 -0.8 -1.1
C 0.6 -1.2 -0.6
C 0.3 0.3 0.2

=====

The following is a DFT calculation (ωB97M-V/def2-TZVPD) of a molecular structure, C4H10O2Yb in a non-equilibrium geometry.

Properties
Total energy, hartree: -1466.6615
Spin multiplicity: 3
ΔE to the lowest compared entry with this formula, charge and spin, kJ/mol: 329.6
M, Da: 263.16
Total charge: +2

Positions of all 17 atoms, in Å:
1 H 0.257671 0.161688 -2.281257
2 C 1.588890 1.685130 -0.103635
3 O 0.698609 0.790073 0.546811
4 C 0.163549 -0.305587 -0.203805
5 C -0.450864 0.293647 -1.452809
6 H 2.313324 2.003905 0.653254
7 H 2.050999 1.140984 -0.938765
8 H 1.094639 2.568618 -0.528369
9 H 0.752320 -1.208987 0.039437
10 H -0.680231 1.366386 -1.421400
11 H -1.421629 -0.180389 -1.644871
12 H -0.490258 -1.748795 -0.470722
13 C -1.322467 -1.965982 1.113822
14 O -0.999265 -0.691672 1.328522
15 Yb 0.190385 0.666398 2.909085
16 H -1.546674 -2.572090 2.000245
17 H -2.198999 -2.003326 0.454456

Cartesian forces (eV/Å) of the 3 atoms listed first:
H -0.4 -0.3 -0.2
C 0.8 0.4 -1.1
O -0.7 -0.5 2.7

=====

The following is a DFT calculation (ωB97M-V/def2-TZVPD) of 3 unconnected molecules or ions with the total composition C12H15F10NO8PS in a non-equilibrium geometry.

Properties
Total energy, hartree: -2861.3947
M, Da: 554.27
Total charge: -1

Positions of all 48 atoms, in Å:
1 O -0.199540 -1.674923 0.007864
2 C -0.706426 -1.679733 -1.136073
3 O -1.895070 -1.463003 -1.449954
4 C 0.239616 -1.964635 -2.365663
5 N -0.277916 -1.319374 -3.578798
6 P -0.047018 0.322088 -3.667849
7 O -1.489625 0.937932 -3.920317
8 O 0.740853 0.613284 -5.030286
9 S 0.834096 1.173635 -2.171971
10 C 0.170165 -3.460247 -2.651854
11 F 1.029066 -3.808590 -3.648052
12 F -1.065428 -3.796673 -3.081927
13 C 0.428188 -4.339611 -1.429555
14 F 1.443001 -3.857180 -0.688603
15 F 0.791123 -5.576081 -1.829250
16 H 1.280353 -1.752018 -2.143870
17 H 0.116648 -1.771402 -4.399332
18 H -1.866835 1.142136 -3.056240
19 H 1.167142 1.462431 -4.863221
20 H -0.450790 -4.390676 -0.800226
21 C -4.909423 3.232699 1.728558
22 C -3.602573 2.549572 1.386127
23 O -3.205286 2.840471 0.037156
24 C -2.585469 3.989257 -0.163154
25 O -2.329983 4.818163 0.658383
26 C -2.177834 4.083414 -1.638863
27 F -3.176881 3.705257 -2.449407
28 F -1.139493 3.281324 -1.863361
29 F -1.838344 5.326798 -1.975240
30 H -5.680617 2.962272 1.006510
31 H -5.240308 2.938926 2.724251
32 H -4.804277 4.317461 1.704482
33 H -3.714002 1.468991 1.431097
34 H -2.809553 2.827247 2.078503
35 C 2.348299 -2.090285 1.936589
36 C 1.991764 -1.143163 3.053502
37 O 3.072998 -1.014685 4.017516
38 C 4.040917 -0.175878 3.713248
39 O 4.132450 0.499223 2.733526
40 C 5.063972 -0.142973 4.859873
41 F 5.357473 -1.370987 5.302006
42 F 4.582482 0.557233 5.898165
43 F 6.200038 0.432017 4.475601
44 H 2.652794 -3.060182 2.338011
45 H 1.489881 -2.229227 1.277290
46 H 3.180946 -1.708491 1.344922
47 H 1.146143 -1.528737 3.618249
48 H 1.712281 -0.163081 2.671635

Cartesian forces (eV/Å) of the 3 atoms listed first:
O 0.2 -0.4 -0.6
C -0.9 0.9 0.6
O 0.5 0.0 0.0